Entry from OMol25: a structure of composition C50H40IrN4O3P2S (ωB97M-V with the def2-TZVPD basis set).

Last column: Mulliken spin population.
Geometry (Å):
Ir -0.25938 0.17968 0.69111  1.23
O 0.43592 0.08928 -2.06599  0.09
C 1.18237 1.12935 -2.60314  0.06
C 1.34802 1.29253 -3.97249  0.00
C 2.14328 2.31799 -4.45158  0.00
C 2.77505 3.19229 -3.57710  0.00
C 2.58653 3.03778 -2.21681  0.00
C 1.78746 2.01042 -1.70832  -0.10
P 1.49696 1.93054 0.09694  0.32
C 1.06474 3.67301 0.47406  -0.04
C 2.00922 4.58942 0.93682  0.00
C 1.65127 5.91449 1.15056  0.00
C 0.35257 6.34002 0.91152  0.01
C -0.59366 5.43559 0.45054  0.02
C -0.23897 4.11302 0.23570  -0.04
C 3.16602 1.77540 0.79151  0.07
C 3.32648 1.98588 2.16492  0.02
C 4.57010 1.84936 2.75268  0.00
C 5.66982 1.49890 1.97394  0.01
C 5.51391 1.27826 0.61628  -0.01
C 4.26070 1.40113 0.02547  0.01
C -0.71302 -0.30048 -2.74550  0.05
C -0.65753 -1.19778 -3.78923  -0.04
C -1.83259 -1.52131 -4.45980  0.07
C -3.03738 -0.94418 -4.08323  -0.03
C -3.09145 -0.07970 -3.00174  0.05
C -1.92837 0.23858 -2.29524  0.15
P -1.83321 1.11938 -0.73798  0.33
C -3.36512 1.98388 -0.44378  0.10
C -3.97878 2.72254 -1.46452  0.07
C -5.11729 3.46232 -1.19398  -0.03
C -5.64276 3.49218 0.09393  0.07
C -5.02042 2.78853 1.11831  -0.03
C -3.88247 2.04058 0.85756  0.06
C -1.22016 0.52530 2.46436  0.20
C -1.09897 1.78632 3.04704  -0.01
C -1.68026 2.04287 4.28573  0.01
C -2.37674 1.04299 4.95030  0.00
C -2.47612 -0.22034 4.38011  0.01
C -1.89154 -0.48637 3.14534  -0.07
H 0.85864 0.62831 -4.66802  0.00
H 2.27432 2.43030 -5.52069  0.00
H 3.39857 3.99324 -3.95343  0.00
H 3.05580 3.72914 -1.52604  0.00
H 3.02688 4.27879 1.12867  0.00
H 2.39520 6.61644 1.50694  0.00
H 0.07882 7.37318 1.08601  0.00
H -1.61110 5.75728 0.26001  0.00
H -0.98307 3.41943 -0.12529  0.06
H 2.47008 2.25684 2.77382  0.00
H 4.68658 2.01170 3.81716  0.00
H 6.64720 1.39638 2.43044  0.00
H 6.36804 1.00748 0.00674  0.00
H 4.14728 1.20915 -1.03439  0.01
H 0.28821 -1.64499 -4.06817  0.00
H -1.79824 -2.22478 -5.28260  0.00
H -3.94627 -1.19727 -4.61565  0.00
H -4.04488 0.31889 -2.67997  0.00
H -3.55275 2.72862 -2.46080  0.01
H -5.59506 4.02439 -1.98718  0.00
H -6.53372 4.07386 0.30026  0.00
H -5.42185 2.82314 2.12454  0.00
H -3.39405 1.49228 1.65525  0.02
H -0.55689 2.58254 2.54395  0.00
H -1.57515 3.02569 4.73205  0.00
H -2.82527 1.23986 5.91724  0.00
H -2.99680 -1.01463 4.90312  0.00
H -1.96243 -1.48196 2.72673  0.02
S 1.31827 -0.83707 2.18227  0.06
C 2.03256 -1.79529 0.88226  0.01
N 3.38859 -1.96572 0.89353  0.49
N 3.90738 -3.15071 0.70304  0.34
C 3.42509 -4.39185 1.16337  -0.05
C 2.28346 -4.49801 1.95178  0.08
C 1.87194 -5.74906 2.38780  -0.04
C 2.58341 -6.89032 2.04686  0.07
C 3.73122 -6.77547 1.27146  -0.04
C 4.15473 -5.53347 0.83336  0.07
N 1.31032 -2.30928 -0.05016  0.11
N -0.03070 -1.97760 -0.02512  0.13
C -0.83000 -3.00043 0.00093  -0.01
C -0.29172 -4.33880 0.20948  0.01
C -1.08309 -5.41042 0.32439  0.01
C -2.53499 -5.29769 0.26180  0.00
C -3.10916 -4.12437 0.03215  0.00
C -2.31679 -2.88410 -0.27626  0.00
H 4.84846 -3.12537 0.34838  -0.02
H 1.74191 -3.61111 2.25468  0.00
H 0.99224 -5.82808 3.01538  0.00
H 2.25397 -7.86368 2.39102  0.00
H 4.30284 -7.65860 1.01214  0.00
H 5.05436 -5.43905 0.23122  0.00
H 0.77664 -4.42982 0.31543  -0.01
H -0.63940 -6.38113 0.51382  0.00
H -3.14274 -6.17907 0.42931  0.00
H -4.18414 -4.01214 0.00969  0.00
H -2.43429 -2.68816 -1.34764  0.01
O -4.65036 -1.70182 -0.97199  0.00
C -4.07753 -1.31905 0.00923  0.01
O -2.88148 -1.76943 0.44502  0.02
H -4.42195 -0.50810 0.65942  0.00

- HOMO level (spin up / spin down): -9.62 / -10.36 eV
- LUMO level (spin up / spin down): -2.8 / -4.2 eV
- HOMO-LUMO gap (spin up / spin down): 6.83 / 6.17 eV
- Total charge: +1
- 2S+1: 5